i.
The following is a DFT calculation (wB97M-V/def2-TZVPD) of C5H14N2S in the gas phase.

Geometry (Å):
1 C -0.376 -0.551 3.219
2 N -0.035 -0.694 1.822
3 C 0.243 -2.037 1.362
4 C -0.969 0.016 0.945
5 C -0.255 0.742 -0.255
6 N -0.908 1.973 -0.664
7 C -0.200 -0.152 -1.551
8 S 1.271 0.388 -2.570
9 H 0.097 -1.244 3.908
10 H 0.079 0.345 3.610
11 H -1.442 -0.468 3.445
12 H 0.306 -2.107 0.293
13 H 1.266 -2.323 1.648
14 H -0.343 -2.879 1.774
15 H -1.527 0.792 1.462
16 H -1.831 -0.629 0.580
17 H 0.770 1.005 0.049
18 H -1.538 1.878 -1.446
19 H -1.433 2.351 0.132
20 H -1.108 -0.258 -2.141
21 H 0.068 -1.124 -1.154
22 H 1.438 1.588 -2.081

spin multiplicity: 1
HOMO-LUMO gap: 9.48 eV
E_LUMO: 0.976 eV

ii.
The following is a DFT calculation (wB97M-V/def2-TZVPD) of C5H14N2S in the gas phase.

Geometry (Å):
1 C 0.511 -0.739 3.135
2 C 0.315 -1.465 1.783
3 N 0.697 -0.364 0.674
4 C -0.496 0.061 -0.121
5 C 0.080 0.152 -1.534
6 N -0.733 -0.835 -2.309
7 C 0.305 1.624 -2.353
8 S -1.223 2.448 -2.398
9 H -0.082 -0.938 4.120
10 H 1.540 -0.674 3.523
11 H 0.274 0.359 3.065
12 H 0.931 -2.216 1.452
13 H -0.785 -1.410 1.715
14 H 1.438 0.343 0.952
15 H -1.357 -0.586 0.009
16 H -1.065 0.970 0.284
17 H 1.101 -0.147 -1.523
18 H -1.407 -1.225 -1.636
19 H -0.331 -1.709 -2.632
20 H 1.039 2.086 -1.715
21 H 0.746 1.550 -3.355
22 H -1.497 2.716 -1.133

spin multiplicity: 1
HOMO-LUMO gap: 8.89 eV
E_LUMO: 0.866 eV

Relative energy of each structure, in kJ/mol: i 0.0; ii 201.2.